1.
70
Properties=species:S:1:pos:R:3:forces:R:3:lowdin_charge:R:1 method="wB97M-V/def2-TZVPD" max_force_ha_per_bohr=0.0247 charge=-1 homo_ev=-1.52 mol_weight_g_mol=414.6 orbital_gap_ev=3.814 e_tot_ha=-1287.345870 lumo_ev=2.292
C -1.687533 -1.572136 -5.982904 0.0 -0.2 -0.1 0.0601
C -0.913135 -1.602129 -5.073263 -0.3 -0.3 0.2 -0.2013
C 0.015004 -1.647173 -3.986777 0.7 1.1 -0.2 -0.2996
C 0.868756 -0.351419 -3.891723 0.6 -0.4 0.4 -0.2932
O 0.893172 0.322258 -5.191900 -0.4 0.4 -0.1 -0.2253
H -2.236076 -1.794636 -6.832406 -0.8 0.1 -0.9 -0.0291
H 0.626847 -2.521445 -4.118195 0.4 -0.6 0.0 0.0750
H -0.540246 -1.731354 -3.077192 -0.2 -0.3 0.8 0.0583
H 0.290054 0.287019 -3.228641 -0.3 0.6 0.1 -0.0179
H 1.732726 0.083863 -5.556624 0.5 0.0 -0.2 0.0145
C 1.330548 1.074209 -0.695278 0.0 0.1 0.1 -0.1296
C 2.677876 0.653799 -0.125205 -0.1 0.1 -0.1 -0.2629
C 3.333131 -0.473848 -0.933860 0.1 0.2 0.1 -0.2006
C 2.512812 -1.678685 -0.918380 0.1 0.3 -0.2 -0.2342
N 1.858556 -2.616324 -0.865139 -0.2 -0.5 0.1 0.1680
H 0.619887 0.249396 -0.681952 0.1 -0.1 -0.1 0.0376
H 0.899751 1.886545 -0.113848 0.0 0.1 0.1 0.0244
H 1.435251 1.407326 -1.728506 0.0 -0.1 0.0 0.0566
H 2.561742 0.329455 0.912885 0.0 0.0 0.0 0.0920
H 3.348528 1.517198 -0.116476 0.1 -0.1 0.0 0.1006
H 4.306521 -0.729323 -0.511065 0.1 0.0 0.0 0.1050
H 3.479376 -0.167976 -1.970707 -0.2 -0.1 -0.1 0.0974
C -0.338563 5.125964 -3.946367 0.0 -0.1 0.0 -0.1147
C -0.605622 3.629460 -4.091867 0.1 0.3 0.0 -0.2473
C -1.671332 3.124084 -3.118613 0.0 -0.1 -0.2 -0.1757
C -1.252413 3.341335 -1.740968 -0.1 -0.2 -0.3 -0.2306
N -0.877125 3.499629 -0.671278 0.0 0.2 0.5 0.1595
H 0.049745 5.369631 -2.955058 0.0 0.0 0.0 0.0659
H 0.402768 5.450881 -4.676758 0.0 0.0 0.0 0.0674
H -1.248560 5.710989 -4.107193 0.0 0.0 0.0 0.0696
H 0.314191 3.070988 -3.937471 0.0 -0.2 0.0 0.1071
H -0.933853 3.409024 -5.104066 -0.1 -0.1 -0.1 0.1114
H -1.837597 2.055578 -3.265918 0.0 0.0 0.0 0.1209
H -2.618091 3.645317 -3.277133 0.0 0.0 0.0 0.1171
C 2.063965 -4.530956 1.694185 0.1 -0.1 0.2 -0.1296
C 1.663126 -5.995183 1.586860 0.1 0.2 -0.1 -0.2590
C 0.626635 -6.413103 2.637378 0.1 0.0 -0.2 -0.1966
C 1.138363 -6.242771 3.993318 -0.2 -0.1 -0.2 -0.2528
N 1.552644 -6.113664 5.052492 0.2 0.0 0.4 0.1324
H 2.540822 -4.317595 2.654081 -0.1 -0.1 0.0 0.0678
H 2.767909 -4.272058 0.909882 0.0 0.1 -0.1 0.0479
H 1.198181 -3.879508 1.585993 0.0 0.1 -0.1 0.0689
H 2.549020 -6.626310 1.682801 0.0 -0.1 0.0 0.1073
H 1.245298 -6.178250 0.596406 -0.1 0.0 0.0 0.1106
H 0.352844 -7.460452 2.510695 -0.1 0.0 0.0 0.1122
H -0.278507 -5.814261 2.534213 0.0 0.0 0.0 0.1202
C -3.760849 -0.798180 2.329916 0.1 0.0 0.0 -0.1087
C -3.071662 0.527404 2.025044 -0.2 -0.2 0.1 -0.2764
C -2.977976 0.826245 0.527481 0.0 0.1 0.2 -0.1844
C -2.194989 -0.195948 -0.154370 0.2 0.0 0.0 -0.2229
N -1.522987 -1.005320 -0.613492 -0.1 -0.1 -0.1 0.1861
H -3.209712 -1.640043 1.908134 0.0 0.0 -0.1 0.0684
H -3.826919 -0.955127 3.407234 0.0 0.0 0.0 0.0672
H -4.774140 -0.816869 1.923876 0.0 0.0 0.0 0.0725
H -2.067150 0.517684 2.450044 0.0 0.1 0.0 0.0929
H -3.613363 1.335504 2.511350 0.1 0.1 0.0 0.0801
H -2.484521 1.786267 0.369680 0.0 0.0 -0.1 0.0825
H -3.973782 0.877967 0.084656 0.0 0.0 -0.1 0.1185
C 0.923077 2.050945 3.091632 0.0 0.0 0.1 -0.1063
C 0.955090 2.832991 4.401519 0.1 -0.1 -0.2 -0.2561
C -0.125920 2.383276 5.393919 0.3 0.1 -0.1 -0.1895
C -1.455637 2.568415 4.828723 0.2 0.0 0.2 -0.2317
N -2.490376 2.739859 4.372300 -0.5 0.1 -0.1 0.1650
H -0.017833 2.198615 2.560291 0.0 0.0 0.0 0.0644
H 1.722113 2.379885 2.429110 0.0 0.0 0.0 0.0699
H 1.051646 0.981285 3.268388 0.0 0.0 0.0 0.0819
H 0.832107 3.896110 4.190052 0.0 0.0 0.1 0.1113
H 1.930762 2.711360 4.875165 0.0 0.0 0.1 0.1053
H -0.063311 2.955540 6.319107 0.0 0.0 0.1 0.1140
H -0.001065 1.328746 5.641781 0.0 0.0 0.0 0.1201



2.
89
Properties=species:S:1:pos:R:3:forces:R:3:lowdin_charge:R:1 method="wB97M-V/def2-TZVPD" max_force_ha_per_bohr=0.0864 homo_ev="-9.72 / -9.72" mol_weight_g_mol=766.8 orbital_gap_ev="9.160 / 3.933" s2=0.7546 multiplicity=2 e_tot_ha=-3685.720925 lumo_ev="-0.564 / -5.789"
C -0.950830 1.469386 0.774921 -0.5 -0.1 0.6 0.0494
C -0.521060 0.020696 0.809371 0.7 1.4 -2.7 -0.5875
O -0.856620 -0.669644 1.852011 0.2 -0.1 0.0 0.2486
O 0.065430 -0.462874 -0.164999 -0.3 -0.6 1.6 0.0461
H -0.396630 2.052296 1.510571 -0.4 0.0 0.4 0.0954
H -2.030820 1.453316 0.921371 -0.1 0.4 0.5 0.0983
H -0.792250 1.986566 -0.171369 0.4 -0.8 -0.3 0.0698
O 2.840350 1.195596 -4.151719 -0.9 0.2 0.0 0.0196
C 1.943520 0.890026 -3.362249 0.7 2.8 -1.9 -0.5910
N 2.211070 -0.060954 -2.503099 -0.1 -1.9 1.8 0.1779
C 0.666860 1.738746 -3.231109 0.3 -0.7 -0.6 -0.0097
H 1.561500 -0.472474 -1.848259 0.1 0.2 -0.1 0.0615
H 3.142250 -0.435934 -2.614489 -0.2 -0.3 0.1 0.1280
H 0.363150 1.769876 -2.184739 -0.2 0.1 -0.2 0.0431
H -0.126380 1.380556 -3.887289 -0.1 -0.5 0.3 0.0776
H 0.847670 2.725486 -3.657419 0.4 0.0 0.4 0.0817
O 2.291270 -4.810594 0.281011 -1.8 1.7 1.3 0.0229
C 1.926930 -3.671444 0.635691 1.9 -2.2 -2.0 -0.5297
N 0.633400 -3.303454 0.938371 0.6 -0.1 0.4 0.1675
C 3.040920 -2.621524 0.582511 -1.6 0.5 1.2 -0.0049
H -0.076450 -4.000574 1.112211 0.3 -0.1 -0.3 0.1089
H 0.346520 -2.335874 0.898451 0.3 -0.3 -0.1 0.0364
H 3.937730 -2.995564 1.076411 0.0 -0.2 -0.5 0.0934
H 2.685840 -1.805474 1.211871 0.3 0.6 -0.2 0.0357
H 3.196210 -2.273234 -0.438599 0.2 -0.2 0.1 0.0850
O -2.387340 -2.712834 -3.860829 -0.6 -0.7 -0.4 0.0515
C -1.523150 -2.299894 -3.130129 0.1 -1.6 -0.6 -0.6069
N -1.341860 -1.003454 -2.901919 1.3 1.1 1.2 0.1722
C -0.467870 -3.207594 -2.440879 -0.5 1.0 -0.6 0.0161
H -1.821610 -0.251334 -3.375479 -0.4 -0.3 0.1 0.0852
H -0.583740 -0.854694 -2.251359 -0.4 0.9 -0.3 0.0335
H -0.008390 -3.854134 -3.188509 -0.3 -0.1 0.1 0.0915
H -0.931620 -3.781474 -1.638569 0.2 0.0 -0.1 0.0710
H 0.310620 -2.526674 -2.096769 0.2 -0.5 0.5 0.0403
N 1.460410 4.951616 1.125271 2.5 -0.7 -0.6 0.0483
C 0.554230 4.538996 0.256741 1.2 0.7 -1.6 -0.1870
C 0.882970 4.162376 -1.083209 1.6 0.5 0.6 -0.0638
C 2.265720 4.127276 -1.469429 -0.6 -0.4 2.1 -0.0409
C 3.261100 4.458936 -0.508649 -1.7 0.3 1.1 -0.0779
C 2.824960 4.881396 0.763541 -3.0 -0.1 -0.2 -0.1125
H -0.461220 4.647786 0.608041 -0.3 -0.2 -0.2 0.1000
H 0.088910 3.980806 -1.792369 0.1 -0.2 0.0 0.0825
H 2.662440 3.654936 -2.355939 -0.5 0.3 -0.6 0.0969
H 4.315390 4.335606 -0.707849 0.0 0.2 -0.2 0.1052
H 3.391910 5.150666 1.642441 0.8 0.0 -0.5 0.1042
N -4.168060 0.693966 -3.346179 0.7 1.6 0.0 0.0509
C -4.001260 1.633356 -2.374499 -0.1 -1.2 -0.4 -0.1741
C -5.028700 2.202046 -1.688899 -1.6 0.4 -0.7 -0.0978
C -6.325510 1.990916 -2.181039 -0.4 -1.8 -0.6 -0.0604
C -6.553950 1.070516 -3.245729 2.3 -0.1 0.2 -0.0242
C -5.383860 0.459156 -3.838679 -0.2 0.7 2.3 -0.1245
H -3.012850 1.921326 -2.048129 0.6 -0.5 -0.2 0.0815
H -4.906730 2.798146 -0.796609 0.3 0.2 -0.1 0.0989
H -7.148360 2.407696 -1.619249 -0.2 0.0 -0.2 0.0981
H -7.495400 0.638856 -3.551929 -0.3 0.7 0.1 0.0970
H -5.354990 -0.344244 -4.559859 -0.7 0.1 -0.2 0.1086
C -3.714830 -1.513034 0.685361 -0.1 -0.4 0.5 -0.1724
C -3.745220 -3.051574 0.641281 2.7 -0.4 1.3 -0.2077
O -4.487530 -3.443634 -0.444319 -1.9 0.1 -1.7 -0.1608
S -5.671070 -2.378124 -0.655629 -2.8 1.1 -0.8 0.7220
O -6.720030 -2.584104 0.345751 1.8 0.0 -1.9 -0.2446
O -6.042910 -2.184334 -2.072329 1.5 -0.7 3.8 -0.2335
O -4.804890 -1.116764 -0.098179 -0.9 0.1 -1.4 -0.2016
H -2.805770 -1.092644 0.255281 -0.1 -0.1 -0.1 0.1016
H -3.878770 -1.144504 1.697991 0.2 0.0 0.0 0.1356
H -4.006210 -3.550134 1.574791 -0.8 0.3 0.0 0.1372
H -2.755380 -3.451884 0.422061 0.3 0.2 0.0 0.1194
C 1.104650 -0.945804 4.579411 -0.1 1.0 -1.5 -0.1748
C 2.104110 -2.059244 4.201591 -0.1 -0.1 0.9 -0.1662
O 2.631730 -2.436234 5.463661 0.2 0.0 1.9 -0.2010
S 2.417460 -1.333184 6.690221 -1.1 -1.3 1.0 0.7372
O 3.593100 -0.511374 6.724041 -1.2 -0.5 0.1 -0.2291
O 1.885320 -1.966664 7.920781 1.6 1.5 -3.5 -0.2532
O 1.157600 -0.548004 5.962051 1.3 -1.5 -0.2 -0.1898
H 0.096530 -1.248454 4.296201 -0.1 0.1 0.5 0.1117
H 1.380310 -0.071804 3.989301 -0.2 0.2 0.0 0.1153
H 2.916030 -1.817344 3.515761 0.1 0.7 0.3 0.1004
H 1.635610 -2.927194 3.737621 -0.3 -0.1 0.4 0.1198
C 3.537650 0.878846 0.475951 1.0 1.0 0.6 -0.1578
C 4.003010 1.989606 1.428831 -2.0 0.6 -0.4 -0.2202
O 4.725440 1.423036 2.487291 1.4 -2.4 -0.1 -0.1732
S 5.575820 0.128566 1.868371 2.2 -1.4 -0.4 0.7711
O 5.421420 -1.168164 2.596661 -0.2 4.1 -1.6 -0.2629
O 6.935500 0.567446 1.505361 -3.2 -0.9 1.1 -0.2471
O 4.730680 0.079816 0.461591 0.0 -0.8 0.5 -0.2163
H 3.379110 1.316766 -0.509549 0.2 -0.3 -0.1 0.1153
H 2.628150 0.354276 0.768761 0.3 -0.3 0.2 0.1002
H 3.157140 2.463296 1.927051 0.0 0.3 -0.3 0.1272
H 4.554490 2.709556 0.824151 0.4 0.0 0.5 0.1103



3.
74
Properties=species:S:1:pos:R:3:forces:R:3:lowdin_charge:R:1 method="wB97M-V/def2-TZVPD" max_force_ha_per_bohr=0.0371 charge=-1 homo_ev=-5.54 mol_weight_g_mol=510.8 orbital_gap_ev=7.398 e_tot_ha=-2234.315919 lumo_ev=1.856
C 0.618083 1.258910 1.512303 0.0 -0.5 -0.3 -0.0922
C 0.405910 0.639077 0.132910 -0.9 0.0 -0.2 -0.4360
O -0.936205 0.492230 -0.185387 -0.6 -0.1 -0.1 -0.3877
H 1.684995 1.173409 1.734446 0.0 0.3 0.4 0.0332
H 0.029139 0.685964 2.232195 0.2 0.0 0.1 0.0413
H 0.256467 2.288387 1.535416 0.2 0.1 0.0 0.0702
H 0.872972 -0.360030 0.110084 0.4 0.1 0.0 0.0862
H 0.899123 1.286086 -0.614430 0.3 -0.1 -0.1 0.0903
C 3.886127 3.333303 0.772659 1.2 -0.7 -0.5 -0.2451
S 4.509392 1.956822 1.797605 -1.0 -0.3 0.7 0.7862
O 4.922787 0.870386 0.870139 0.4 0.3 -0.2 -0.5566
C 5.973717 2.654845 2.634968 -0.4 0.7 -0.4 -0.2537
H 4.743577 3.663375 0.180476 -0.1 0.5 0.1 0.0514
H 3.391465 4.105761 1.350286 0.1 0.0 0.1 0.0526
H 3.213191 2.867294 0.054085 -0.3 -0.1 0.3 0.0417
H 6.896819 2.467483 2.090659 -0.1 -0.2 -0.1 0.0538
H 5.977320 2.247073 3.641296 0.2 -0.2 -0.1 0.0371
H 5.834188 3.735439 2.720076 0.0 0.0 0.0 0.0435
C 2.985310 -1.716615 -2.850850 -0.4 -0.3 1.2 -0.2342
S 2.805791 -2.970449 -1.514281 -0.1 0.0 -0.5 0.7994
O 3.443398 -4.207902 -2.073458 0.2 0.5 0.6 -0.5737
C 3.839333 -2.137694 -0.261407 1.3 -0.9 -0.5 -0.2714
H 2.285593 -2.059552 -3.607246 0.1 0.1 -0.2 0.0376
H 4.014646 -1.663428 -3.193110 0.0 -0.1 0.0 0.0510
H 2.651815 -0.776805 -2.408034 0.0 0.1 -0.2 0.0362
H 3.262705 -1.337043 0.188713 0.2 0.2 -0.1 0.0242
H 4.806424 -1.867401 -0.698690 -0.4 0.8 -0.3 0.0517
H 4.220968 -2.826589 0.498172 -0.9 -0.3 0.1 0.0508
C 0.818210 -1.192031 4.487455 -0.2 1.0 0.8 -0.0686
C 1.176601 -1.661278 5.816626 0.1 -0.4 0.3 -0.2945
N 1.462660 -2.050734 6.859348 0.0 0.1 -0.1 0.1075
H 0.351721 -0.212963 4.641278 -0.2 -0.1 -0.2 0.0837
H 0.062917 -1.841638 4.051217 0.3 -0.1 -0.4 0.0679
H 1.729685 -0.971809 3.936227 -0.2 -0.5 -0.4 0.0804
N -3.230334 2.005013 -0.108667 0.0 -0.3 1.1 0.0131
C -3.439111 3.191959 0.532601 0.1 0.6 -0.9 -0.1577
C -4.738963 3.578773 0.303260 -0.1 -0.3 0.2 -0.1327
C -5.377921 2.492472 -0.351453 -0.3 0.1 -0.2 -0.1308
C -4.426059 1.525388 -0.569708 0.6 0.1 0.1 -0.1575
H -2.337244 1.472005 -0.052976 0.0 0.0 -0.2 0.0774
H -2.635421 3.755482 0.978893 0.1 -0.1 -0.1 0.0971
H -5.180935 4.539741 0.510126 0.0 -0.1 0.3 0.0773
H -6.421114 2.469374 -0.626259 0.0 -0.2 -0.1 0.0789
H -4.427242 0.516076 -0.947701 -0.4 0.1 -0.2 0.1104
N -1.324264 -2.300482 -2.035219 1.0 -0.6 1.5 0.0326
C -0.823340 -3.364719 -1.306687 -0.5 0.6 -1.4 -0.1408
C -0.454637 -4.316720 -2.228720 -0.5 -1.2 1.2 -0.1473
C -0.715657 -3.835703 -3.529865 0.2 0.5 0.2 -0.1161
C -1.197081 -2.565269 -3.364676 -0.2 1.2 0.0 -0.1518
H -1.448569 -1.441507 -1.508838 -0.1 0.5 -0.7 0.1120
H -0.733754 -3.231985 -0.245377 0.0 -0.5 0.1 0.0823
H -0.277665 -5.343718 -1.935579 0.6 0.1 -0.2 0.0901
H -0.495617 -4.304325 -4.471736 -0.1 -0.1 0.0 0.0848
H -1.323415 -1.725400 -4.027468 -0.3 -0.2 -0.4 0.0957
N -1.452282 1.090911 -3.019526 1.3 0.5 -0.3 0.0311
C -2.527799 1.604260 -3.656726 -0.7 0.1 0.6 -0.1627
C -2.285654 1.719148 -5.002112 0.7 0.2 0.9 -0.1089
C -0.904418 1.348734 -5.153149 -0.2 0.0 -0.7 -0.1331
C -0.409556 1.009275 -3.921803 -0.9 -0.5 0.2 -0.1531
H -1.313940 0.963568 -2.012437 -0.1 0.0 0.3 0.0876
H -3.340868 1.976316 -3.048266 -0.2 -0.3 -0.2 0.0955
H -3.021850 2.152188 -5.656442 0.3 -0.1 -0.4 0.0772
H -0.341663 1.276417 -6.072319 0.0 0.1 0.0 0.0772
H 0.543043 0.605772 -3.626591 0.1 0.0 0.0 0.0937
N -2.183972 -0.787941 2.102580 -0.9 0.9 -0.6 0.0164
C -2.150026 -2.137136 2.329263 0.1 0.8 0.9 -0.1326
C -2.851447 -2.352100 3.514355 0.4 -0.5 -0.2 -0.1308
C -3.329579 -1.108886 3.952491 -0.9 1.2 0.0 -0.1401
C -2.986426 -0.164144 3.011129 0.8 -0.7 0.4 -0.1384
H -1.841429 -0.233439 1.302772 0.5 -0.7 -0.4 0.0883
H -1.506337 -2.740467 1.718341 -0.2 -0.4 0.0 0.0825
H -3.031051 -3.273870 4.044614 0.2 -0.2 -0.2 0.0817
H -3.938912 -0.822356 4.798885 0.0 -0.6 0.1 0.0837
H -3.214326 0.885423 2.939237 0.1 0.0 0.0 0.1036